C2H3N3 | ωB97M-V/def2-TZVPD

Output
E in hartree: -242.17511
Molecular weight in g mol⁻¹: 69.1
HOMO in eV: -9.228
LUMO energy in eV: 0.48
SMILES: [H]/N=N/C=C=N
Energy relative to the best compared isomer or geometry (same formula, charge and spin) in kJ/mol: 256.17
Net charge: 0
Orbital gap in eV: 9.71

Last column: Mulliken charge in e.
Geometry (Å):
N: 0.97 1.73 -0.14  -0.452
N: -0.64 -1.12 0.52  -0.054
N: -1.53 -0.27 0.31  -0.503
C: 0.66 -0.78 0.03  -0.568
C: 0.90 0.51 -0.20  0.704
H: 1.35 -1.58 -0.18  0.332
H: -2.39 -0.71 0.65  0.244
H: 0.68 2.22 -0.98  0.296